(1)
Here is C6H17N2OP in the gas phase from the OMol25 dataset. Energies are from ωB97M-V with the def2-TZVPD basis set.

Geometry as XYZ:
```
27
Properties=species:S:1:pos:R:3
N -2.976 -0.290 -1.011
H 0.580 -3.687 -0.007
H 0.365 2.215 -0.831
C 0.486 1.428 -0.179
C -0.149 3.396 1.210
O -1.216 -1.223 -2.892
H 1.523 1.033 -0.546
P -1.656 0.486 -1.675
C 1.179 -1.558 -0.007
H -1.290 -1.070 -3.826
H -3.908 0.020 -1.355
C 1.315 -3.034 0.477
N -0.492 0.387 -0.508
H -1.058 3.494 0.562
H 0.531 4.254 0.960
H 1.106 -3.084 1.473
H -0.569 -0.814 1.095
H -2.928 -1.288 -1.338
C -0.185 -0.979 0.124
H -0.330 1.304 1.799
H 1.324 -1.502 -1.023
H 2.351 -3.400 0.347
C 0.375 1.924 1.228
H 2.069 -1.049 0.368
H -0.370 3.685 2.170
H 1.274 1.850 1.798
H -0.814 -1.696 -0.206
```

The charge is 0. The value obtained for the molecular weight is 164.19 u. As for the energy relative to the best compared isomer or geometry (same formula, charge and spin): 254.3 kJ/mol. For the total energy, the calculation gives -20812.7607 eV. The gap between HOMO and LUMO comes out at 10.07 eV. Its SMILES is CCCN(CCC)P(N)O. The value obtained for the highest occupied orbital energy is -9.04 eV.

(2)
Here is a molecular structure, C3H6CsO3 from the OMol25 dataset. Energies are from ωB97M-V with the def2-TZVPD basis set.

Geometry as XYZ:
```
13
Properties=species:S:1:pos:R:3
C -0.145 0.729 1.657
H 0.607 1.291 -1.197
C 1.126 -0.397 0.015
H 1.392 -1.456 -0.067
O -0.631 -0.288 -1.629
O -1.165 0.326 2.476
Cs -3.070 -1.171 0.034
H 1.934 0.142 0.620
H -1.346 1.003 3.140
H -0.854 -0.017 -2.524
C 0.729 0.202 -1.301
H 1.466 -0.058 -2.072
O -0.043 -0.306 0.847
```

The charge is +1. The value obtained for the molecular weight is 222.98 u. As for the energy relative to the best compared isomer or geometry (same formula, charge and spin): 203.0 kJ/mol. For the total energy, the calculation gives -9891.5586 eV. The gap between HOMO and LUMO comes out at 9.54 eV. The value obtained for the highest occupied orbital energy is -12.93 eV.

(3)
Here is 8 unconnected molecules or ions with the total composition C24H72O32P8 from the OMol25 dataset. Energies are from ωB97M-V with the def2-TZVPD basis set.

Geometry as XYZ:
```
136
Properties=species:S:1:pos:R:3
H 2.350 6.057 -3.448
H -4.674 3.656 -5.547
H -3.136 -5.142 4.327
C -3.072 2.843 2.584
H -3.914 -2.537 3.289
C 2.992 2.062 -1.546
H 4.118 6.313 -3.672
H -3.698 -5.149 1.724
O 4.023 2.042 -2.721
O -1.767 -3.827 3.035
O 4.619 3.097 -4.950
H 0.585 -7.186 2.254
H -0.861 0.266 5.238
O -5.303 -3.150 1.816
H 0.814 1.988 -5.338
H 8.338 3.471 1.305
C 1.130 -6.277 1.996
H 0.312 5.390 5.548
C 1.573 1.711 -4.621
P -4.927 -2.100 0.707
O -1.692 -5.775 1.426
H -1.934 -5.051 5.683
O -6.153 -2.267 -0.281
H 0.140 -3.631 -5.870
H -1.053 1.353 6.615
H 1.572 2.807 2.162
H -8.174 -2.337 0.192
H -6.223 -0.966 -2.619
O 7.027 2.886 2.798
O 1.243 -1.398 2.151
O 0.413 -5.046 2.381
O -3.295 1.320 -2.597
O 5.720 1.943 0.881
H -3.377 0.346 -0.832
H 2.289 1.110 -5.081
C 5.156 4.971 1.819
H 6.222 5.182 1.902
O -5.790 0.979 -2.132
H -2.726 1.970 -0.624
O -3.836 -2.886 -0.112
H -1.053 -1.414 3.098
H 4.618 5.832 2.215
H -0.594 -2.606 -7.124
O -4.484 -0.756 1.123
H -2.343 -1.466 -0.660
O 2.380 -2.793 -4.235
H 3.064 1.144 -0.963
H -1.719 0.630 -1.381
H -2.786 -6.535 5.375
H -3.171 1.910 3.084
H 1.362 -6.195 0.922
H 6.252 -0.099 3.540
H 1.892 5.037 4.643
O 0.543 1.079 1.570
H -3.851 3.543 2.924
C -2.364 -5.669 4.872
H -4.971 -3.879 3.719
H -3.498 -1.765 -1.933
C -2.704 1.087 -1.257
H 2.576 1.342 1.783
H 1.372 -1.183 -3.427
H -5.194 -0.348 -3.762
H 4.627 -0.540 3.856
C 5.214 0.058 3.170
C 2.133 -1.916 -3.160
C -1.554 -0.674 2.513
H 5.150 -0.170 2.133
C -2.950 -2.245 -1.091
P -4.693 2.084 -2.523
O -2.116 4.113 5.213
H -6.904 0.242 -3.795
H -3.348 -5.666 0.099
P -1.122 -5.103 2.736
O 4.917 1.536 3.299
H 9.076 2.478 2.664
H -3.248 2.779 1.534
O -1.085 -0.839 1.106
H 1.736 -2.458 -2.317
H 2.018 2.286 -1.946
O -1.343 -6.164 3.932
O 3.185 -0.720 -5.528
C 0.346 -2.928 -6.698
H 4.776 0.671 -5.968
H -2.655 -0.847 2.535
C 8.227 2.633 2.006
H -7.218 -1.025 1.023
C -3.125 -5.883 1.150
O -1.758 3.386 2.774
P 5.604 2.456 2.256
H -1.426 0.337 2.874
C -6.052 -0.060 -3.166
H 1.275 3.815 5.678
H 2.587 -2.980 2.295
H 3.206 5.414 -4.833
H 3.282 2.920 -0.933
C 1.671 1.719 2.227
P 0.470 -0.425 0.994
O 1.003 -0.654 -0.377
O 2.123 3.004 -4.132
O 3.648 4.444 -2.954
H -5.602 -2.196 3.700
C 3.298 5.633 -3.764
H 2.073 -6.328 2.598
H 3.015 -1.818 1.014
O 4.742 3.760 2.523
H -2.366 1.276 5.347
H -3.247 3.281 -4.625
C -1.298 1.238 5.552
O 3.354 -3.115 -6.577
H 1.614 1.381 3.264
O -4.747 3.221 -1.610
H 3.826 0.046 -7.362
P -1.222 3.535 4.214
H 2.994 -1.275 -2.973
C -4.930 -2.895 3.208
P 3.692 3.133 -3.797
H -2.288 -3.071 -1.397
C 4.263 -0.194 -6.384
C 2.220 -2.347 1.541
H -3.331 -6.892 1.521
H 7.996 1.778 1.356
H 0.879 -3.360 -7.530
O 1.137 -1.760 -6.224
O -0.586 2.156 4.729
H -3.844 2.117 -5.804
C -7.394 -1.591 0.118
C 0.965 4.674 5.035
H -7.605 -0.795 -0.614
C -4.118 2.884 -5.081
H 1.194 1.220 -3.746
H 1.739 -2.968 0.825
H 4.790 4.891 0.772
O -5.025 2.305 -4.031
P 2.591 -2.159 -5.723
H 5.023 -0.977 -6.505
O 0.164 4.202 3.811
```

The charge is 0. The value obtained for the molecular weight is 1120.60 u. As for the energy relative to the best compared isomer or geometry (same formula, charge and spin): 197.5 kJ/mol. For the total energy, the calculation gives -165903.1779 eV. The gap between HOMO and LUMO comes out at 10.50 eV. Its SMILES is COP(=O)(OC)OC.COP(=O)(OC)OC.COP(=O)(OC)OC.COP(=O)(OC)OC.COP(=O)(OC)OC.COP(=O)(OC)OC.COP(=O)(OC)OC.COP(=O)(OC)OC. The value obtained for the highest occupied orbital energy is -10.09 eV.

(4)
Here is a molecular structure, C36H40P2Zn from the OMol25 dataset. Energies are from ωB97M-V with the def2-TZVPD basis set.

Geometry as XYZ:
```
79
Properties=species:S:1:pos:R:3
C 3.581 2.098 -13.489
C 3.656 2.890 -12.343
H 2.590 4.822 -5.903
C 1.305 3.877 -7.356
H 3.971 -0.642 -1.686
H -2.743 -0.650 1.154
H -2.864 -2.484 -4.158
H -3.534 -3.980 -6.046
C 2.461 3.972 -6.575
C -0.011 -4.640 -10.455
Zn 2.240 -0.916 0.159
H -1.037 -0.810 -4.477
H -0.408 3.010 0.250
C 1.125 2.778 -8.203
H -3.383 0.239 -2.815
H 4.034 1.104 -7.558
C -0.575 -5.585 -11.314
H 0.185 -0.717 -6.645
C 3.216 2.404 -11.108
C 3.280 1.890 -7.499
C -1.814 1.682 -2.645
H -0.029 2.876 -2.161
H 2.422 -1.189 -2.445
C -2.702 -3.279 -6.169
C 3.023 0.817 -13.400
H -2.257 -3.931 -8.185
C -2.554 2.761 0.247
H 2.946 0.193 -14.289
H -2.573 3.626 0.934
C -0.614 -1.445 -6.498
H 0.209 2.698 -8.783
C -2.367 -4.054 -11.840
H -2.337 -1.054 -1.215
H -3.347 2.888 -0.492
H 2.605 0.506 -1.922
C -1.785 -3.084 -11.016
H -2.301 1.557 2.057
H -0.087 -6.544 -11.464
P 2.024 0.366 -9.426
H 4.363 3.067 -6.051
P 0.108 -2.216 -9.052
C -0.650 -3.400 -10.254
H -2.227 -2.094 -10.977
C 3.455 2.983 -6.651
C -0.943 -2.338 -7.542
C -2.874 1.525 1.116
C -1.991 -3.252 -7.373
C 1.697 -0.788 2.038
H 2.120 -0.666 -12.114
C -2.976 0.893 -2.015
C 2.868 -0.537 -1.671
C -1.224 2.752 -0.436
H 3.291 3.037 -10.225
C 0.266 0.433 -9.853
C -2.346 -2.422 -5.118
H -3.920 1.648 1.449
C 2.123 1.801 -8.300
H -2.276 2.359 -3.383
H 0.924 -4.858 -9.937
H 0.867 -1.472 2.281
C -2.645 0.178 0.448
C -2.659 -0.052 -0.875
H -3.788 1.582 -1.741
C -0.983 2.532 -1.733
H -2.235 -6.059 -12.631
H -1.620 -0.599 -9.875
C 2.565 0.327 -12.175
C -1.308 -1.491 -5.290
C -1.774 -5.306 -11.985
H 2.579 -1.036 2.655
C -0.548 -0.644 -9.668
H 0.535 4.654 -7.313
H -1.171 0.978 -3.173
H 3.951 2.472 -14.448
C 2.666 1.118 -11.014
H 4.064 3.901 -12.406
H -0.092 1.358 -10.321
H 1.366 0.232 2.269
H -3.289 -3.813 -12.370
```

The charge is 0. The value obtained for the molecular weight is 600.05 u. As for the energy relative to the best compared isomer or geometry (same formula, charge and spin): 0.0 kJ/mol. For the total energy, the calculation gives -104972.9111 eV. The gap between HOMO and LUMO comes out at 8.27 eV. The value obtained for the highest occupied orbital energy is -7.78 eV.

(5)
Here is a molecular structure, C39H81N13NaO3SSbSi3 from the OMol25 dataset. Energies are from ωB97M-V with the def2-TZVPD basis set.

Geometry as XYZ:
```
142
Properties=species:S:1:pos:R:3
H 0.419 2.803 -5.616
H 2.671 0.750 2.583
N -0.796 2.264 -4.006
H 0.364 5.658 1.567
H 3.010 2.904 1.897
C 0.834 3.242 -2.011
H 0.672 3.660 -3.006
H 2.871 4.662 -0.575
H -0.725 -0.705 2.523
C 1.785 -4.022 3.426
H -0.076 -6.116 -1.788
H 4.498 -3.985 0.543
Sb 0.688 -2.914 0.122
H -4.658 2.686 -1.438
H 5.449 0.019 -2.868
H -3.344 0.353 -3.696
H 1.646 -6.443 -1.588
C 4.302 1.456 -0.389
C 5.981 1.380 1.368
H 0.114 -1.628 3.780
H 1.893 2.979 -1.913
C 0.225 1.938 -4.978
N 1.090 4.061 0.343
N 4.176 0.368 -1.218
C 2.884 -0.011 -1.763
N -1.530 0.511 -2.592
C -2.059 2.770 -4.523
H -1.897 -4.737 -1.852
H -3.503 -3.458 1.888
N 5.647 1.719 -0.003
H 0.758 -3.395 -4.421
C -8.408 0.280 0.345
C -1.738 -0.126 -1.303
H 0.370 -2.070 -3.307
H 4.399 3.582 1.051
N -6.523 1.244 -1.304
H -1.636 3.089 3.813
C 5.299 -0.316 -1.835
H -1.309 3.661 5.461
H 0.062 4.323 3.583
C 2.364 -6.119 1.354
C -2.334 -0.063 -3.663
C -6.248 1.126 -0.014
H -1.413 -1.168 -1.350
C -7.753 0.943 -1.716
H -3.397 -4.823 -0.921
C 1.842 0.049 2.490
S -8.146 1.485 -3.414
C -7.183 0.645 0.886
H 1.410 -6.608 1.564
O -6.876 1.427 -4.111
H 5.484 0.449 1.646
H 6.213 3.782 0.108
H 2.089 0.558 -1.298
H -2.799 -0.098 -1.031
H -0.838 -5.847 2.219
Si -1.529 -4.136 0.542
H -0.580 4.397 -0.882
C -4.860 1.532 0.348
H -6.992 0.569 1.948
H -1.172 0.383 -0.536
O -8.604 2.828 -3.086
H 1.724 4.240 3.050
C 3.974 -3.529 1.388
C 0.704 3.924 2.797
H -1.017 -0.348 4.237
H 3.236 -2.917 -3.143
H -2.418 -1.136 -3.482
C -1.362 -5.854 1.259
H -2.321 1.102 2.540
C -2.846 2.656 -0.265
H 3.703 -3.576 -1.568
H -9.181 -0.155 0.972
H 3.116 -6.531 2.036
H 2.659 -6.374 0.335
H -0.709 0.528 6.262
C -2.479 -4.245 -1.068
H -2.764 -3.253 -1.432
H -1.904 3.769 -4.938
H 4.583 -3.689 2.284
H 5.848 3.155 -1.508
H 0.845 5.301 -1.374
C -2.496 -3.056 1.729
O -9.155 0.580 -3.906
C 0.504 4.334 -0.980
H 0.130 1.952 6.890
H 1.459 0.118 1.463
H -2.596 -2.041 1.328
H 3.530 -4.653 -2.959
N -8.710 0.431 -0.937
N -0.159 2.000 4.830
H -2.272 3.247 -0.971
H 3.917 -2.451 1.204
N 0.841 0.328 3.510
H -4.689 0.467 2.219
C -4.200 1.108 1.495
C 3.112 -3.768 -2.467
H -2.493 2.145 -5.309
H -2.002 -2.989 2.704
H 2.382 -4.697 4.049
Si 2.259 -4.272 1.623
H 7.354 2.704 -0.703
C 0.295 4.564 1.468
C 3.378 3.218 0.916
H 2.213 -0.965 2.633
C -0.256 -0.637 3.512
N -2.184 2.207 0.807
H 1.985 -3.000 3.761
H -0.738 -3.442 -3.473
H -1.857 0.073 -4.628
H 0.974 -6.221 -3.210
C 0.450 1.668 3.634
C -4.160 2.345 -0.539
Na 0.556 1.985 0.392
H 6.210 -0.137 -1.275
H -0.817 -6.517 0.582
N 0.707 2.471 2.673
H 5.696 2.154 2.094
Si 1.281 -4.040 -2.097
C 2.519 4.386 0.421
N 3.264 2.094 0.003
H 2.684 5.253 1.074
H 1.151 1.677 -4.465
H 5.093 -1.387 -1.856
C -2.872 1.463 1.674
N 0.038 2.024 -1.803
C 0.085 1.254 6.051
H 1.031 0.725 5.983
H -0.750 4.305 1.282
H 7.060 1.224 1.450
C 6.291 2.903 -0.544
H -2.216 2.165 5.199
H 2.854 0.171 -2.845
C -0.737 1.614 -2.755
H -0.057 1.097 -5.627
H 0.729 -4.242 3.614
C -1.388 2.776 4.825
C 0.318 -3.157 -3.445
H 2.709 -1.074 -1.591
H -2.359 -6.279 1.421
C 0.918 -5.875 -2.172
H -2.788 2.855 -3.716
```

The charge is 0. The value obtained for the molecular weight is 1041.24 u. As for the energy relative to the best compared isomer or geometry (same formula, charge and spin): 101.1 kJ/mol. For the total energy, the calculation gives -112695.5860 eV. The gap between HOMO and LUMO comes out at 6.80 eV. The value obtained for the highest occupied orbital energy is -7.08 eV.

Which of these has the lowest molecular weight? C6H17N2OP

The highest energy relative to the best compared isomer or geometry (same formula, charge and spin) belongs to which entry? C6H17N2OP